[1]
{"formula": "C20H40BrIN3O3", "method": "ωB97M-V/def2-TZVPD", "symbols": ["O", "C", "I", "C", "N", "Br", "H", "H", "H", "H", "C", "C", "C", "C", "C", "C", "N", "O", "C", "C", "C", "H", "H", "H", "H", "H", "H", "H", "H", "H", "H", "H", "H", "H", "H", "H", "H", "H", "H", "C", "C", "C", "C", "C", "C", "N", "O", "C", "C", "C", "H", "H", "H", "H", "H", "H", "H", "H", "H", "H", "H", "H", "H", "H", "H", "H", "H", "H"], "xyz": [[0.0775, 1.3351, -7.9914], [0.2879, 1.0996, -6.7971], [-1.0939, -0.2591, -5.7714], [1.4975, 1.6632, -5.9189], [1.1625, 3.0492, -5.3536], [1.4025, 2.9693, -3.4659], [1.6087, 0.9777, -5.0063], [2.5068, 1.6766, -6.4406], [0.1820, 3.2856, -5.5897], [1.7739, 3.7717, -5.7888], [0.0938, -2.9576, 0.5436], [0.2268, -2.8785, -0.9956], [0.6752, -4.2462, -1.5498], [2.1441, -4.5500, -1.2842], [3.0283, -3.4175, -1.7967], [2.6222, -2.0350, -1.2440], [1.1557, -1.7694, -1.3728], [0.9112, -1.4597, -2.6707], [3.0566, -1.9241, 0.2374], [3.4814, -0.9533, -1.9488], [-1.2294, -2.6187, -1.4617], [-0.1323, -1.9754, 0.9707], [-0.7222, -3.6291, 0.8277], [0.9726, -3.3544, 1.0446], [0.5051, -4.2822, -2.6336], [0.0605, -5.0451, -1.1220], [2.3138, -4.7183, -0.2167], [2.4210, -5.4832, -1.7852], [4.0707, -3.6328, -1.5402], [2.9813, -3.4097, -2.8931], [2.6048, -1.0517, 0.7185], [4.1414, -1.8091, 0.3196], [2.8247, -2.8067, 0.8298], [3.3742, -0.9695, -3.0367], [4.5443, -1.1093, -1.7457], [3.2216, 0.0483, -1.5908], [-1.5898, -1.6491, -1.1044], [-1.9035, -3.3846, -1.0691], [-1.3362, -2.6457, -2.5492], [-1.5614, 3.5006, 1.4621], [-1.6269, 1.9827, 1.7520], [-3.0999, 1.5369, 1.8530], [-3.7710, 1.9704, 3.1503], [-2.9578, 1.5082, 4.3558], [-1.4822, 1.9566, 4.2985], [-0.8399, 1.6617, 2.9800], [-0.5665, 0.3330, 2.9485], [-1.3909, 3.4700, 4.6103], [-0.7243, 1.3027, 5.4829], [-1.0150, 1.3530, 0.4746], [-0.5278, 3.8600, 1.4786], [-1.9659, 3.7234, 0.4694], [-2.1460, 4.1083, 2.1474], [-3.1633, 0.4437, 1.7795], [-3.6712, 1.9293, 1.0045], [-3.9048, 3.0563, 3.1688], [-4.7768, 1.5409, 3.2030], [-3.4286, 1.8829, 5.2705], [-3.0134, 0.4140, 4.4127], [-0.3978, 3.8634, 4.3750], [-1.5679, 3.6620, 5.6724], [-2.1353, 4.0711, 4.0910], [-0.7857, 0.2121, 5.4746], [-1.1477, 1.6242, 6.4385], [0.3318, 1.5886, 5.4781], [0.0389, 1.6291, 0.3657], [-1.5397, 1.7009, -0.4204], [-1.0866, 0.2626, 0.4652]], "atomic_forces_ev_per_a": [[1.354, -0.249, 4.311], [-0.896, 0.117, -3.285], [0.908, 0.844, -0.208], [0.358, -1.672, 0.438], [0.204, -0.483, -0.763], [-0.159, 0.587, -0.080], [-0.247, 0.902, -1.504], [-1.493, 0.230, 0.291], [0.403, 0.001, 0.394], [-0.443, -0.439, 0.553], [0.207, 0.003, 0.223], [-1.513, -0.732, 1.600], [0.362, 0.040, -0.317], [0.033, -0.004, 0.026], [-0.357, -0.210, -0.197], [1.787, 0.442, 1.209], [-0.099, -0.897, -4.236], [0.185, 0.295, 2.209], [-0.077, -0.131, 0.277], [-0.589, 0.059, -0.469], [0.346, 0.415, -0.556], [0.091, -0.062, -0.053], [0.034, 0.100, -0.260], [0.053, 0.098, -0.041], [-0.021, 0.190, 0.075], [-0.100, 0.287, 0.071], [-0.008, 0.038, -0.030], [-0.021, 0.093, 0.069], [-0.068, 0.282, 0.070], [-0.095, 0.162, 0.078], [-0.055, -0.115, -0.055], [-0.124, 0.019, -0.245], [-0.132, 0.074, -0.035], [-0.188, -0.037, 0.116], [-0.227, -0.170, 0.185], [-0.037, -0.088, 0.021], [0.089, -0.056, -0.033], [0.318, 0.009, 0.133], [0.171, 0.109, 0.095], [-0.099, 0.264, 0.149], [-0.173, 1.372, -1.627], [-0.101, -0.244, 0.317], [-0.009, 0.015, 0.054], [-0.109, -0.206, -0.401], [-0.002, 1.315, 1.788], [-1.014, -4.100, -0.012], [0.223, 2.307, -0.050], [-0.126, 0.280, -0.177], [0.199, -0.539, -0.518], [0.246, -0.545, 0.446], [-0.077, -0.085, 0.097], [0.042, -0.247, 0.070], [0.088, -0.041, 0.085], [0.210, 0.070, 0.031], [0.277, 0.047, -0.033], [0.033, -0.023, 0.000], [0.097, 0.062, -0.014], [0.288, 0.045, -0.001], [0.196, 0.073, -0.046], [-0.088, -0.078, -0.048], [0.047, -0.258, -0.101], [0.079, -0.029, -0.097], [0.072, 0.129, -0.210], [-0.113, 0.178, -0.285], [-0.097, -0.037, -0.066], [-0.040, -0.064, 0.113], [-0.123, 0.166, 0.276], [0.115, 0.126, 0.180]], "orbital_gap_ev": [4.97, 5.62], "multiplicity": 3, "total_charge": 1}

=====

[2]
{"formula": "C23H66BN2O13", "method": "ωB97M-V/def2-TZVPD", "symbols": ["B", "H", "H", "H", "H", "C", "C", "O", "O", "H", "H", "H", "H", "H", "H", "C", "C", "O", "O", "H", "H", "H", "H", "H", "H", "C", "C", "O", "O", "H", "H", "H", "H", "H", "H", "C", "C", "O", "O", "H", "H", "H", "H", "H", "H", "C", "O", "C", "C", "N", "C", "C", "O", "C", "H", "H", "H", "H", "H", "H", "H", "H", "H", "H", "H", "H", "H", "H", "H", "C", "O", "C", "C", "N", "C", "C", "O", "C", "H", "H", "H", "H", "H", "H", "H", "H", "H", "H", "H", "H", "H", "H", "H", "C", "C", "C", "O", "H", "H", "H", "H", "H", "H", "H", "H"], "xyz": [[0.5495, 1.3162, 0.9406], [0.4878, 0.2417, 1.0179], [-0.1036, 1.6157, 0.1356], [0.2436, 1.7677, 1.8716], [1.5326, 1.7146, 0.7429], [0.4381, 7.2504, 2.3926], [-0.4390, 7.4818, 3.6196], [0.1236, 8.3420, 4.6401], [1.5991, 6.4420, 2.6981], [0.7424, 8.1955, 1.9430], [-0.1648, 6.7581, 1.6296], [-0.7245, 6.5297, 4.0668], [-1.3952, 7.8704, 3.2693], [0.8459, 7.8382, 5.0222], [1.4028, 5.5708, 2.3459], [5.6428, -0.4833, 4.1869], [5.3630, 0.8115, 4.9252], [3.9615, 0.9885, 5.1626], [5.6254, -0.3146, 2.7993], [5.0289, -1.3282, 4.4988], [6.6491, -0.7419, 4.5164], [5.6228, 1.6978, 4.3463], [5.8549, 0.8326, 5.8977], [3.5201, 0.8537, 4.3209], [4.7084, -0.3140, 2.5153], [-5.2949, 0.1338, -0.6106], [-5.3370, 1.5961, -0.9911], [-4.6216, 2.4592, -0.0931], [-4.0014, -0.4537, -0.7875], [-5.9903, -0.4373, -1.2257], [-5.6494, 0.0074, 0.4124], [-6.3283, 1.9898, -1.2155], [-4.8576, 1.7238, -1.9617], [-3.7657, 2.0690, 0.0983], [-3.2968, 0.0083, -0.3273], [9.3965, 3.7700, -2.3630], [7.8924, 3.8588, -2.7610], [7.8421, 3.9224, -4.1812], [10.0624, 2.6585, -2.9119], [9.5374, 3.6215, -1.2924], [9.9651, 4.6637, -2.6198], [7.4738, 4.7700, -2.3338], [7.3301, 2.9699, -2.4750], [6.9265, 3.9604, -4.4673], [9.7529, 2.5872, -3.8178], [-7.8472, -6.6892, 8.4970], [-7.9057, -6.9781, 7.1012], [-7.9469, -5.7611, 6.3614], [-6.7457, -5.3746, 5.4990], [-5.6060, -5.1816, 6.3283], [-4.4398, -4.8783, 5.5515], [-3.2072, -4.6939, 6.4672], [-2.6347, -5.9124, 7.0164], [-1.8506, -5.7666, 8.1624], [-6.9849, -6.0853, 8.7794], [-7.6177, -7.6374, 8.9831], [-8.8444, -6.4512, 8.8673], [-8.4984, -4.9734, 6.8746], [-8.7602, -6.0600, 5.7001], [-6.9231, -4.4342, 4.9772], [-6.4475, -6.1618, 4.8066], [-5.4266, -5.9926, 6.9030], [-4.5243, -3.9818, 4.9372], [-4.2283, -5.7210, 4.8934], [-3.4633, -4.0443, 7.3041], [-2.3469, -4.2218, 5.9926], [-2.4178, -5.3027, 8.9693], [-0.9988, -5.1237, 7.9405], [-1.3414, -6.6642, 8.5133], [1.5523, 7.7654, -7.4508], [1.3719, 6.4315, -7.0820], [2.1324, 6.1650, -5.8004], [1.8408, 4.6839, -5.3415], [2.4645, 3.6703, -6.1627], [2.2163, 2.3282, -5.5438], [2.9677, 1.2097, -6.3061], [2.3528, 0.7342, -7.5444], [2.7845, -0.5811, -7.8724], [2.6068, 8.0003, -7.3062], [0.8931, 8.3073, -6.7727], [1.2747, 7.8894, -8.4976], [1.8366, 6.8337, -4.9920], [3.2027, 6.3447, -5.9006], [0.7748, 4.4624, -5.3922], [2.0014, 4.4188, -4.2965], [1.9579, 3.6385, -7.0359], [1.1482, 2.1241, -5.4693], [2.4991, 2.3312, -4.4911], [2.9904, 0.3433, -5.6451], [4.0001, 1.4726, -6.5365], [3.8346, -0.5916, -8.1644], [2.1739, -0.9936, -8.6756], [2.5013, -1.2066, -7.0258], [-0.8041, -6.3568, -3.5890], [-1.9748, -6.1734, -4.6053], [-2.0068, -7.2448, -5.6410], [-3.1832, -6.2163, -3.8360], [0.1364, -6.3425, -4.1397], [-0.9478, -7.2951, -3.0531], [-0.7460, -5.5546, -2.8533], [-1.9194, -5.1840, -5.0593], [-1.8507, -8.2019, -5.1433], [-1.1809, -7.1886, -6.3502], [-2.9485, -7.2816, -6.1886], [-3.0968, -5.4669, -3.2422]], "atomic_forces_ev_per_a": [[-0.009, -0.049, 0.091], [0.088, -4.405, 0.371], [-2.826, 1.389, -3.328], [-1.519, 1.819, 3.858], [4.216, 1.280, -0.974], [0.213, -0.386, 0.444], [0.063, -0.027, 0.120], [-0.486, -0.453, -0.983], [-0.695, 0.726, -0.220], [0.288, 0.120, 0.262], [-0.144, -0.170, 0.015], [0.296, -0.283, 0.039], [0.093, 0.655, 0.163], [0.180, -0.015, 0.045], [0.191, -0.261, 0.094], [1.122, 0.416, 0.774], [-1.569, 0.177, 0.075], [-0.044, -0.268, 0.478], [0.019, -0.175, -0.505], [-0.414, 0.220, 0.235], [0.357, -0.258, -0.558], [0.921, -0.258, -0.201], [-0.062, -0.008, 0.016], [-0.311, 0.181, -0.092], [-0.117, 0.019, -0.282], [0.243, 0.081, 0.250], [1.152, 0.509, -0.789], [-1.038, -0.246, 0.103], [-0.669, -0.172, -0.359], [0.175, -0.006, -0.251], [0.101, 0.058, 0.296], [-0.245, -0.022, 0.915], [0.255, -0.406, -0.330], [0.222, 0.049, -0.063], [-0.033, 0.170, 0.251], [-0.427, -0.301, 0.417], [1.110, -0.010, -0.095], [0.383, 0.200, -0.374], [-0.195, -0.421, -0.455], [-0.521, 0.281, 0.180], [-0.390, 0.424, -0.235], [-0.134, -0.049, 0.246], [0.141, 0.027, 0.593], [-0.049, -0.051, 0.016], [0.060, -0.110, -0.299], [0.420, -2.026, 0.014], [1.259, 1.063, 1.092], [-2.379, -1.012, -2.112], [-0.067, -0.542, 1.252], [0.526, 1.297, 1.154], [1.919, -0.857, 0.968], [1.053, -0.055, 0.727], [-1.406, -1.036, -0.740], [0.573, 1.206, -0.114], [-0.506, 0.792, -0.101], [-0.063, -0.306, -0.013], [0.186, 0.874, 0.106], [0.971, 0.422, 0.680], [0.047, 0.381, -1.033], [-0.365, -0.129, -0.185], [-0.834, -0.268, -0.668], [0.037, -0.174, -0.056], [-0.317, 0.088, 0.164], [0.257, -0.101, -0.561], [-0.339, 0.109, 0.130], [-0.273, 0.325, -0.626], [-0.059, -0.060, 0.266], [0.141, 0.542, 0.000], [-0.776, -0.530, -0.345], [-0.087, -0.295, 0.445], [1.537, -1.739, 2.166], [-1.366, -1.540, -0.431], [-0.856, 0.567, -0.731], [0.518, -1.228, 0.494], [0.460, 0.342, -1.394], [-0.652, -0.761, -0.100], [-0.052, 0.823, 0.463], [-0.933, 0.494, 0.437], [0.038, 0.640, -0.132], [0.200, 0.951, -0.257], [-0.081, 0.058, 0.101], [-0.597, 0.258, -0.160], [0.107, -0.212, -0.635], [-0.663, 0.812, -0.098], [0.839, 0.799, 0.175], [0.169, 0.181, -0.369], [-0.326, -0.289, -0.395], [0.654, 0.051, -0.095], [0.095, -0.113, 0.259], [0.059, 0.362, 0.142], [0.134, -0.280, 0.265], [0.040, 0.517, -0.335], [0.769, -0.406, 0.232], [-0.298, 0.221, -1.055], [0.534, 0.484, 1.569], [0.193, -0.889, -0.149], [-0.104, -0.062, -0.402], [0.184, -0.228, 0.127], [0.120, -0.061, -0.124], [-0.214, 0.117, -0.061], [0.197, 0.111, -0.218], [-0.293, -0.207, 0.048], [-0.013, 0.387, -0.042], [0.021, 0.128, 0.056], [-0.327, 0.014, 0.261]], "orbital_gap_ev": 7.10, "multiplicity": 1, "total_charge": -1}

=====

Calculated ΔE to the lowest compared entry with this formula, charge and spin in order - 39.35, 35.78 kcal per mole